1.
Density functional theory data (ωB97M-V/def2-TZVPD) for a molecular structure, C22H27N3O3STi.

Frontier orbital gap (alpha / beta)   0.08802 / 0.18274 Ha
Energy above the lowest of the compared OMol25 structures with the same formula, charge and spin   0.052 eV
⟨S²⟩   2.069
Total energy   -2492.186822 hartree
Highest occupied orbital energy (alpha / beta)   1.81 / -0.78 eV

Geometry as ORCA input:
```
! RIJCOSX wB97M-V def2-TZVPD def2/J DEFGRID3
* xyz -2 3
Ti 0.1941 0.7748 0.2047
C 3.5308 1.8861 -2.3931
C 2.9069 1.4067 -1.1019
O 1.6223 1.2135 -1.1754
C 3.6813 1.2138 0.0072
C 3.2327 0.7362 1.2931
C 4.2546 0.4580 2.3564
N 1.9643 0.5104 1.5432
N 1.6760 -0.0152 2.7600
C 0.3632 -0.2211 2.8896
O -0.4809 0.1190 1.9189
C -0.1455 -0.8155 4.0774
C 0.7042 -1.2050 5.1583
C 0.1953 -1.7908 6.2942
C -1.1807 -2.0342 6.4456
C -2.0268 -1.6548 5.3908
C -1.5380 -1.0666 4.2469
H 3.3321 1.1643 -3.1923
H 4.6091 2.0287 -2.3085
H 3.0610 2.8281 -2.6915
H 4.7426 1.4146 -0.0893
H 5.2572 0.7274 2.0178
H 4.2393 -0.5991 2.6414
H 4.0136 1.0096 3.2709
H 1.7668 -1.0274 5.0568
H 0.8779 -2.0713 7.0927
H -1.5736 -2.4955 7.3441
H -3.0969 -1.8264 5.4774
H -2.2033 -0.7762 3.4435
C -1.6168 -3.9139 -2.6874
C -0.4558 -3.4188 -1.8400
S -0.6872 -1.7405 -1.2052
O 0.6451 -1.4312 -0.5726
C -0.6995 -0.8335 -2.7772
C 0.5814 -0.9885 -3.5743
H -1.5218 -4.9852 -2.8729
H -1.6513 -3.4072 -3.6519
H -2.5690 -3.7430 -2.1811
H 0.4961 -3.4369 -2.3735
H -0.3334 -4.0221 -0.9388
H -0.8409 0.1974 -2.4402
H -1.6017 -1.1373 -3.3146
H 1.4243 -0.7804 -2.9135
H 0.5940 -0.2483 -4.3758
H 0.6979 -1.9772 -4.0256
N -1.2296 1.6063 -0.6274
C -2.1040 2.2802 -1.3504
C -3.2457 1.6603 -1.9661
C -4.1322 2.3573 -2.7659
C -3.9718 3.7176 -3.0216
C -2.8740 4.3574 -2.4377
C -1.9759 3.6832 -1.6393
H -3.4048 0.6052 -1.7650
H -4.9802 1.8299 -3.1976
H -4.6741 4.2596 -3.6446
H -2.7203 5.4191 -2.6176
H -1.1285 4.1985 -1.2011
*
```

2.
Density functional theory data (ωB97M-V/def2-TZVPD) for a molecular structure, C3H4OS2 at a distorted geometry.

Frontier orbital gap (alpha / beta)   0.25667 / 0.25676 Ha
Energy above the lowest of the compared OMol25 structures with the same formula, charge and spin   3.764 eV
Total energy   -988.193882 hartree
Highest occupied orbital energy (alpha / beta)   -7.78 / -7.78 eV

Geometry as ORCA input:
```
! RIJCOSX wB97M-V def2-TZVPD def2/J DEFGRID3
* xyz 0 1
C -1.1843 0.0630 0.2119
C -0.1525 -0.7695 -0.6237
C 0.7164 0.2696 -0.0838
O -0.2215 0.8863 0.7546
S 0.5622 -2.2790 0.1842
S 2.3571 0.8249 -0.0728
H -1.9126 0.6830 -0.3116
H -1.7682 -0.5511 0.8358
H -0.1780 -0.8898 -1.7391
H 1.7814 1.7627 0.8446
*
```

3.
Density functional theory data (ωB97M-V/def2-TZVPD) for 3 unconnected molecules or ions with the total composition C5H13NO2 at a distorted geometry.

Frontier orbital gap   0.19008 Ha
Energy above the lowest of the compared OMol25 structures with the same formula, charge and spin   6.026 eV
Total energy   -403.355158 hartree
Highest occupied orbital energy   -7.73 eV

Geometry as ORCA input:
```
! RIJCOSX wB97M-V def2-TZVPD def2/J DEFGRID3
* xyz 0 1
C -1.5157 0.2325 -1.1356
N -0.6802 -0.9089 -0.8672
C -0.2130 -0.7962 0.4559
C 0.6947 0.3644 0.7236
C 0.2256 -2.0927 2.5160
C -0.3851 -1.8567 1.3293
H -1.3805 0.4514 -2.1942
H -1.2666 1.2106 -0.6846
H -2.5703 0.0752 -0.8758
H 0.1759 -0.8614 -1.4250
H 0.0746 1.2811 0.7474
H 1.0125 0.3193 1.7638
H 0.9942 -1.4295 2.9073
H 0.1327 -2.9938 3.1055
H -1.0089 -2.7045 1.0454
H 0.4889 3.3539 -0.1061
H 1.4298 0.3357 -0.0766
O 0.2139 2.6412 -0.6905
H 0.7209 1.5890 -1.6827
H 1.7755 1.0557 -2.7104
O 1.0809 0.7334 -2.1455
*
```

4.
Density functional theory data (ωB97M-V/def2-TZVPD) for C5H9ClN2O5S in the gas phase at a distorted geometry.

Frontier orbital gap   0.36099 Ha
Energy above the lowest of the compared OMol25 structures with the same formula, charge and spin   0.511 eV
Structure (SMILES)   O=[N+]([O-])[C@H](Cl)S(=O)(=O)N1CCOCC1
Total energy   -1539.859476 hartree
Highest occupied orbital energy   -10.24 eV

Geometry as ORCA input:
```
! RIJCOSX wB97M-V def2-TZVPD def2/J DEFGRID3
* xyz 0 1
O -4.3005 -0.4318 0.4741
N -3.5797 0.4252 0.0183
O -3.7766 1.0706 -0.9783
C -2.3335 0.6073 0.7289
Cl -1.4779 2.0352 0.2872
S -1.2470 -1.0455 0.0246
O -1.7696 -1.2973 -1.2722
O -1.3638 -1.9873 1.0849
N 0.2617 -0.4217 -0.0548
C 1.2155 -0.8249 0.9568
C 2.3182 0.2363 1.0105
O 2.9202 0.3860 -0.2526
C 1.9873 0.8132 -1.2161
C 0.8404 -0.1930 -1.3628
H -2.4357 0.4520 1.7980
H 1.6540 -1.7974 0.6997
H 0.6903 -0.9089 1.9056
H 1.8885 1.1935 1.3387
H 3.1101 -0.0688 1.6951
H 2.5325 0.9001 -2.1563
H 1.5817 1.7964 -0.9345
H 0.0607 0.1950 -2.0175
H 1.2231 -1.1343 -1.7773
*
```

5.
Density functional theory data (ωB97M-V/def2-TZVPD) for C4H10ClNS in the gas phase at a distorted geometry.

Frontier orbital gap   0.30787 Ha
Energy above the lowest of the compared OMol25 structures with the same formula, charge and spin   1.619 eV
Total energy   -1071.445111 hartree
Highest occupied orbital energy   -9.48 eV

Geometry as ORCA input:
```
! RIJCOSX wB97M-V def2-TZVPD def2/J DEFGRID3
* xyz 0 1
C -0.3135 -1.4354 -0.8254
C 1.0509 0.7694 -0.6696
C -0.0081 -0.2303 1.3399
C -0.2140 -0.0440 -0.1496
N -1.5174 2.1390 0.3493
S -1.7073 0.9980 -0.6256
Cl -3.4538 -0.5635 0.3651
H 0.1106 -1.4367 -1.8687
H -0.0199 -2.1203 -0.0159
H -1.4661 -1.6257 -0.8945
H 1.2240 1.6296 0.0041
H 1.1297 1.1818 -1.7481
H 1.9127 0.1205 -0.4512
H -0.1060 0.8449 1.7006
H -0.9550 -0.8454 1.5048
H 0.9947 -0.6853 1.4020
H -1.9781 3.0027 0.5321
*
```

6.
Density functional theory data (ωB97M-V/def2-TZVPD) for a molecular structure, C29H55Cl9O52S13 at a distorted geometry.

Frontier orbital gap   0.40110 Ha
Total energy   -14368.319573 hartree
Highest occupied orbital energy   -11.02 eV

Geometry as ORCA input:
```
! RIJCOSX wB97M-V def2-TZVPD def2/J DEFGRID3
* xyz 0 1
C -3.3852 1.6235 -5.9052
C -2.9804 2.3411 -7.2524
O -3.5346 1.5459 -8.3596
S -4.0128 0.1505 -7.8263
O -3.3108 -0.9507 -8.3952
O -5.4554 0.1526 -7.9222
O -3.4208 0.2279 -6.3372
H -4.4335 1.7306 -5.6697
H -2.6792 1.6293 -5.0838
H -1.8947 2.3487 -7.4178
H -3.5276 3.2947 -7.3034
C 5.8064 1.0945 0.3348
C 6.4938 1.8331 1.4763
O 5.4656 2.5888 2.1735
S 4.3127 2.8263 1.1389
O 4.6052 3.8702 0.2471
O 3.0771 2.7727 1.8947
O 4.4305 1.4190 0.3661
H 5.8550 -0.0126 0.5145
H 6.1750 1.4201 -0.5806
H 7.2406 2.5405 1.0599
H 6.9864 1.1357 2.1588
C 0.1670 -1.9893 7.1157
C 1.3289 -1.0774 7.7580
O 2.5028 -1.9582 7.9116
S 2.0938 -3.4628 7.7598
O 2.1526 -4.1427 8.9922
O 2.6795 -4.0169 6.5553
O 0.4801 -3.2958 7.5309
H 0.0342 -2.0318 6.0234
H -0.7678 -1.7058 7.5036
H 1.0141 -0.8506 8.7863
H 1.6597 -0.2048 7.1696
C -0.4737 7.5826 -4.1122
C -1.3605 7.5268 -5.4192
O -1.8181 6.1194 -5.5328
S -1.9280 5.5053 -4.1003
O -1.7999 4.1133 -4.1587
O -3.1180 6.0700 -3.5276
O -0.6006 6.2064 -3.5874
H -1.0158 8.1655 -3.3889
H 0.5918 7.7116 -4.1311
H -0.8919 7.8345 -6.3692
H -2.2515 8.0717 -5.2677
C -1.5736 -2.2047 -4.8872
C -0.7457 -2.6194 -6.1349
O 0.3359 -1.6648 -6.2243
S 0.1149 -0.3195 -5.3935
O -0.1125 0.7426 -6.3146
O 1.2059 -0.1981 -4.4728
O -1.2165 -0.7889 -4.7125
H -1.3816 -2.7144 -3.9419
H -2.6299 -2.1575 -5.0814
H -1.2977 -2.5332 -7.0678
H -0.2920 -3.6123 -6.0541
C -0.8199 3.4010 3.8880
C 0.6619 3.2688 3.9956
O 0.9772 2.4600 5.1897
S -0.1029 1.3422 5.2346
O -0.4187 1.1231 6.6134
O 0.2921 0.1108 4.5939
O -1.2355 2.0780 4.4218
H -1.0545 3.4868 2.8675
H -1.1993 4.2653 4.5586
H 1.2570 4.0926 4.1454
H 1.1313 2.7735 3.1526
C 3.1502 -1.3596 3.3718
C 3.3641 -1.5203 4.9216
O 4.7511 -1.5237 5.1095
S 5.4841 -1.8046 3.7289
O 6.4117 -2.8353 3.6575
O 5.9387 -0.5086 3.3027
O 4.1919 -2.1362 2.7715
H 3.2114 -0.3094 3.1012
H 2.1010 -1.6756 3.2376
H 3.0883 -2.5306 5.2910
H 2.8010 -0.6542 5.3819
C -2.9102 -1.6471 0.9766
C -2.6868 -3.1575 0.7851
O -1.8842 -3.5841 1.8910
S -1.2539 -2.4100 2.6747
O 0.0178 -2.0847 2.0752
O -1.3361 -2.5407 4.0575
O -2.3037 -1.3089 2.2505
H -3.9963 -1.4115 1.0828
H -2.3908 -1.0799 0.2525
H -2.2244 -3.4276 -0.0938
H -3.6696 -3.6322 0.9835
C -2.8366 3.3876 -0.3631
C -4.3004 3.8479 -0.4641
O -5.0718 2.8800 0.2016
S -4.1986 2.2082 1.3820
O -4.2835 0.7847 1.2476
O -4.5786 2.6957 2.6530
O -2.8061 2.7456 1.0042
H -2.0746 4.1749 -0.1538
H -2.5678 2.6418 -1.0791
H -4.6808 3.9762 -1.4476
H -4.3753 4.7981 0.0726
C 2.7686 2.7826 -3.6761
C 1.4146 2.9427 -4.4124
O 1.3753 4.3843 -4.7504
S 2.7616 5.0346 -4.7568
O 2.6378 6.3923 -4.2303
O 3.5003 4.8306 -5.9470
O 3.3165 4.0944 -3.5949
H 3.3844 2.1375 -4.2686
H 2.6361 2.5372 -2.6439
H 0.4603 2.7920 -3.7899
H 1.4497 2.3434 -5.2941
C 0.8944 -6.6929 5.1989
C -0.2224 -5.6307 5.2112
O -1.2484 -6.1196 4.3011
S -1.2725 -7.7006 4.5284
O -1.7207 -8.2553 3.2967
O -1.9405 -7.9271 5.7300
O 0.2760 -7.8866 4.7130
H 1.3147 -6.8660 6.1820
H 1.7430 -6.4271 4.5776
H 0.1063 -4.7068 4.8484
H -0.5660 -5.6226 6.2265
C 1.5169 0.2399 0.4929
C 0.2550 0.9510 0.9947
O -0.7716 0.4152 0.0588
S -0.0630 0.2171 -1.3291
O -0.5570 1.3098 -2.1176
O -0.2069 -1.1499 -1.7986
O 1.4232 0.5665 -0.9407
H 1.5591 -0.8276 0.6182
H 2.3794 0.7561 0.9701
H 0.3802 2.0615 0.8328
H -0.1124 0.5863 1.9732
C -0.5520 -6.8423 0.5574
C -2.0523 -6.7926 0.4947
O -2.3688 -6.5484 -0.8709
S -1.1436 -5.7822 -1.5371
O -1.6027 -4.4712 -1.8274
O -0.6473 -6.6335 -2.5607
O -0.1910 -5.7396 -0.3029
H -0.2196 -7.8095 0.1493
H -0.1423 -6.6227 1.5651
H -2.5403 -6.0633 1.1657
H -2.4277 -7.8350 0.5462
C -4.8689 -0.9004 -2.5471
Cl -3.8930 -2.4195 -2.3074
Cl -5.6578 -1.0064 -4.1490
Cl -3.6994 0.5170 -2.4934
H -5.4910 -0.7380 -1.6749
C 0.6046 6.1496 -0.1463
Cl -0.8416 6.6428 0.8585
Cl 0.7549 4.4531 -0.2750
Cl 1.9599 6.9320 0.5395
H 0.4038 6.5227 -1.1645
C 2.9907 -2.6401 -2.0965
Cl 2.1639 -4.1421 -1.7171
Cl 3.9628 -2.7562 -3.5347
Cl 3.9796 -2.1729 -0.7173
H 2.1776 -1.9468 -2.2206
*
```

7.
Density functional theory data (ωB97M-V/def2-TZVPD) for a molecular structure, C19H21Cl2NO4Y.

Frontier orbital gap   0.27797 Ha
Energy above the lowest of the compared OMol25 structures with the same formula, charge and spin   0.000 eV
Total energy   -2050.862623 hartree
Highest occupied orbital energy   -11.13 eV

Geometry as ORCA input:
```
! RIJCOSX wB97M-V def2-TZVPD def2/J DEFGRID3
* xyz 1 1
Y 0.4699 -1.4189 -1.1936
Cl -6.3643 -1.1659 -4.5888
C -4.8952 -0.9803 -3.7031
C -4.7044 0.1735 -2.9286
C -3.5513 0.3471 -2.2066
Cl -3.3276 1.7625 -1.2447
C -2.5162 -0.6178 -2.2098
O -1.4538 -0.4469 -1.4948
C -2.7204 -1.7685 -3.0269
C -1.7263 -2.7726 -3.1915
O -0.5612 -2.7739 -2.7368
C -3.9221 -1.9365 -3.7517
H -5.4730 0.9336 -2.8935
H -2.0177 -3.6337 -3.8052
H -4.0600 -2.8246 -4.3551
O -0.2156 -1.7344 0.8771
O 1.0166 -2.4550 0.5784
C -0.6296 -2.2869 3.5315
C 0.1093 -1.0458 3.1612
C 0.7777 -0.2845 4.0290
C 1.4913 0.9043 3.6041
C 2.1365 1.7603 4.6527
C 1.6228 1.2254 2.2943
C 1.0739 0.4030 1.2483
C 0.0144 -0.6013 1.7288
N 1.2911 0.4573 -0.0227
C 2.1260 1.3286 -0.8776
C 3.0642 0.3918 -1.6542
C 2.9783 2.3967 -0.1986
C 1.1535 2.0060 -1.8489
H -0.6075 -2.4338 4.6088
H -0.1795 -3.1528 3.0435
H -1.6688 -2.2392 3.2005
H 0.8023 -0.5425 5.0801
H 1.8924 1.4184 5.6555
H 1.8144 2.7972 4.5528
H 3.2218 1.7442 4.5409
H 2.2153 2.0830 2.0319
H -0.9347 -0.0532 1.6108
H 3.7389 -0.1473 -0.9887
H 3.6608 0.9697 -2.3602
H 2.5558 -0.3465 -2.3081
H 3.6956 1.9663 0.4992
H 2.3576 3.1303 0.3127
H 3.5410 2.9306 -0.9650
H 0.5490 1.2759 -2.3990
H 1.6990 2.6060 -2.5775
H 0.4598 2.6509 -1.3107
*
```

8.
Density functional theory data (ωB97M-V/def2-TZVPD) for 9 unconnected molecules or ions with the total composition H18O9.

Frontier orbital gap   0.40182 Ha
Energy above the lowest of the compared OMol25 structures with the same formula, charge and spin   2.990 eV
Structure (SMILES)   O.O.O.O.O.O.O.O.O
Total energy   -687.915898 hartree
Highest occupied orbital energy   -11.14 eV

Geometry as ORCA input:
```
! RIJCOSX wB97M-V def2-TZVPD def2/J DEFGRID3
* xyz 0 1
O 0.3841 0.2442 0.4344
H 0.2157 -0.6168 0.8172
H -0.1890 0.2827 -0.3313
O 2.4733 0.2749 -3.6524
H 2.0210 1.0949 -3.4542
H 3.0822 0.5006 -4.3556
O 0.2851 -3.2891 3.1768
H -0.6236 -3.0196 3.0430
H 0.2717 -4.2401 3.0687
O 0.3261 3.7721 2.4291
H -0.3267 4.1906 1.8678
H 0.4341 2.8959 2.0594
O -4.1731 2.1438 -3.7313
H -3.6013 1.9857 -4.4825
H -3.6733 1.8278 -2.9786
O -3.6813 -1.9953 2.3515
H -4.1697 -1.2902 1.9269
H -4.0748 -2.7987 2.0112
O 4.2969 -1.6122 2.2056
H 4.4822 -1.7549 1.2774
H 3.4160 -1.9648 2.3314
O -2.6124 -1.3483 -2.1406
H -2.4118 -1.7190 -3.0000
H -3.0969 -2.0390 -1.6885
O 3.9965 2.7824 0.0994
H 3.6933 3.5159 0.6345
H 3.2555 2.1766 0.0808
*
```

9.
Density functional theory data (ωB97M-V/def2-TZVPD) for a molecular structure, C29H50BrNOP2Ru at a distorted geometry.

Frontier orbital gap (alpha / beta)   0.22515 / 0.20414 Ha
⟨S²⟩   6.080
Total energy   -4614.862073 hartree
Highest occupied orbital energy (alpha / beta)   -18.82 / -19.06 eV

Geometry as ORCA input:
```
! RIJCOSX wB97M-V def2-TZVPD def2/J DEFGRID3
* xyz 4 5
N 8.5195 -3.9202 2.8066
C 7.7615 -4.7730 2.0995
C 6.4540 -4.4689 1.7311
C 5.8796 -3.2187 2.0984
C 6.7367 -2.3148 2.7779
C 8.0362 -2.7186 3.1238
C 4.5155 -2.8437 1.7486
Ru -0.3500 -0.7436 0.7047
P -2.0595 3.4580 -3.4645
C 4.0830 -1.5599 1.8214
C 2.9529 -1.0892 1.0282
C 2.9152 0.2234 0.5097
C 2.0143 0.5435 -0.5596
C 0.9618 -0.3460 -0.8205
C 1.0196 -1.7421 -0.3672
C 1.9900 -2.0247 0.6677
Br -1.0511 0.1322 -1.7507
H 3.9272 -3.6604 1.3172
H 4.6684 -0.7804 2.3041
H 5.8869 -5.2170 1.1604
H 6.4189 -1.3131 3.0633
H 8.2176 -5.7201 1.8370
H 8.7012 -2.0524 3.6786
H 3.6815 0.9202 0.8958
H 2.0850 -3.0421 1.0913
H 2.0024 1.4588 -1.1600
H 0.6055 -2.5273 -0.9859
P -0.9938 1.1405 1.5971
C -1.1556 2.2605 -4.5209
C -0.7528 2.7712 -5.9229
H -1.8429 1.4032 -4.6182
H -0.2764 1.9258 -3.9478
H -0.4588 1.9194 -6.5529
H -1.5970 3.2828 -6.3989
H 0.1003 3.4603 -5.8776
C -0.8774 4.4093 -2.4279
C -1.1287 5.9362 -2.4698
H 0.1213 4.1632 -2.8316
H -0.9386 4.0215 -1.3975
H -0.2546 6.4709 -2.0747
H -1.3061 6.2672 -3.5004
H -1.9953 6.2220 -1.8577
C -3.3675 2.7207 -2.4495
C -4.7515 2.7626 -3.1084
H -3.3584 3.2747 -1.5028
H -3.0485 1.6949 -2.2275
H -5.5210 2.5500 -2.3612
H -4.9300 3.7594 -3.5204
H -4.8404 2.0262 -3.9161
C -2.7378 1.3473 2.0868
C -3.1534 1.2449 3.5658
H -3.2305 0.5512 1.4946
H -3.0893 2.3010 1.6500
H -3.0987 0.2123 3.9169
H -2.5612 1.8808 4.2313
H -4.1970 1.5647 3.6664
C -0.3891 2.7523 0.9763
C 0.8858 3.0883 1.7629
H -1.1552 3.5473 1.0528
H -0.1855 2.6293 -0.1021
H 0.6779 3.1205 2.8475
H 1.6437 2.3113 1.5505
H 1.3109 4.0660 1.4800
C -0.0935 0.3935 3.0802
C -0.2567 -1.1336 3.3082
H -0.4547 0.9677 3.9313
H 0.9628 0.6525 2.9337
H 0.6962 -1.5901 3.5939
H -0.9815 -1.3450 4.0985
H -0.6258 -1.7473 2.4439
C -1.7003 -4.7530 -0.9956
C -1.9037 -3.3221 -1.4412
O -2.1170 -2.4096 -0.3222
C -3.2722 -2.8319 0.4382
C -4.5535 -2.7800 -0.3784
H -0.9016 -4.8509 -0.2497
H -1.4140 -5.3629 -1.8603
H -2.6334 -5.1627 -0.5732
H -1.0317 -2.9421 -1.9922
H -2.7836 -3.2202 -2.0857
H -3.0442 -3.8324 0.8515
H -3.3566 -2.1385 1.2882
H -4.6758 -3.7114 -0.9474
H -5.4115 -2.6752 0.2958
H -4.5683 -1.9240 -1.0667
*
```